1.
An isolated molecule of C2H4S, computed with the ωB97M-V functional and the def2-TZVPD basis.

Positions of all 7 atoms, in Å:
C 0.02 -0.72 0.06
C 0.16 0.77 0.05
S -1.56 0.05 0.03
H 0.19 -1.08 -1.01
H 0.28 -1.44 0.86
H 0.33 1.25 0.98
H 0.58 1.17 -0.96

Summary:
**Net charge**: 0
**SMILES**: C1CS1
**Relative energy (zero: lowest compared OMol25 entry of this formula, charge and spin)**: 41.3 kJ/mol

Atom charges from the Mulliken analysis, given in e for atoms 1 to 4:
1 C -0.370
2 C -0.532
3 S -0.125
4 H 0.200

---

2.
A structure of composition C14H44N6O9P4S, computed with the ωB97M-V functional and the def2-TZVPD basis.

Positions of all 78 atoms, in Å:
C 2.10 0.48 0.21
P 3.05 1.97 0.82
O 1.91 3.22 1.09
O 4.08 2.62 -0.44
P 5.69 2.45 -0.06
O 5.91 1.18 0.73
O 6.48 2.26 -1.53
O 6.36 3.81 0.64
C 5.77 4.09 1.91
S 6.71 3.35 3.33
O 7.92 4.20 3.55
O 5.82 3.39 4.53
H 1.97 -0.19 1.11
H 2.64 -0.14 -0.55
H 1.06 0.78 -0.12
H 2.46 4.01 1.18
H 7.19 1.60 -1.41
H 5.87 5.20 2.06
H 4.69 3.85 2.00
H 7.08 2.04 3.06
O -0.98 1.67 -1.82
P -1.94 2.63 -2.54
N -3.33 2.04 -1.74
C -4.29 1.03 -2.12
C -3.44 2.38 -0.32
N -1.66 1.93 -4.09
C -2.62 1.19 -4.89
C -0.34 1.35 -4.31
N -2.95 3.84 -3.32
C -4.38 4.02 -3.26
C -2.35 4.61 -4.41
H -5.31 1.37 -1.89
H -4.12 0.09 -1.59
H -4.31 0.81 -3.18
H -3.67 3.45 -0.20
H -2.51 2.16 0.21
H -4.23 1.82 0.17
H -2.76 0.17 -4.50
H -2.27 1.10 -5.92
H -3.58 1.70 -4.97
H -0.26 0.34 -3.87
H 0.44 1.97 -3.87
H -0.11 1.27 -5.38
H -4.91 3.29 -3.87
H -4.67 5.01 -3.62
H -4.77 3.99 -2.24
H -2.59 4.17 -5.38
H -1.27 4.65 -4.31
H -2.70 5.65 -4.41
O 1.07 -4.68 0.62
P -0.08 -4.80 1.63
N -0.95 -3.44 1.08
C -0.95 -2.07 1.54
C -1.57 -3.57 -0.23
N 0.94 -4.54 3.00
C 0.89 -3.42 3.91
C 2.34 -4.95 2.85
N -1.39 -5.17 2.74
C -2.60 -4.42 3.03
C -1.15 -6.21 3.75
H -1.98 -1.68 1.56
H -0.37 -1.42 0.88
H -0.57 -1.93 2.54
H -2.43 -4.25 -0.18
H -0.87 -3.96 -0.97
H -1.94 -2.61 -0.61
H 1.33 -2.52 3.47
H 1.45 -3.64 4.83
H -0.13 -3.21 4.26
H 2.92 -4.19 2.31
H 2.41 -5.90 2.32
H 2.81 -5.11 3.83
H -2.39 -3.55 3.66
H -3.33 -5.04 3.55
H -3.11 -4.10 2.12
H -0.82 -5.78 4.69
H -0.38 -6.91 3.40
H -2.04 -6.80 3.94

Summary:
**Net charge**: 0

Atom charges from the Mulliken analysis, given in e for atoms 1 to 4:
1 C -0.408
2 P 0.319
3 O -0.489
4 O -0.235

---

3.
A cluster of 8 separate species, C34H96ClN7O10 in total, computed with the ωB97M-V functional and the def2-TZVPD basis.

Positions of all 148 atoms, in Å:
C -4.03 -0.43 -0.57
O -3.94 -0.83 -1.95
C -2.64 -1.35 -2.24
C -2.63 -1.47 -3.66
N -3.69 -2.51 -4.20
H -3.45 -3.37 -3.70
H -4.59 -2.21 -3.78
C -3.78 -2.66 -5.71
C -2.50 -3.07 -6.45
O -1.59 -1.96 -6.55
C -1.82 -1.27 -7.82
H -3.77 -1.27 0.06
H -5.06 -0.11 -0.43
H -3.35 0.38 -0.31
H -2.46 -2.29 -1.73
H -1.85 -0.65 -2.00
H -1.69 -1.74 -4.14
H -2.93 -0.51 -4.09
H -4.17 -1.72 -6.09
H -4.55 -3.42 -5.80
H -2.80 -3.46 -7.43
H -2.05 -3.84 -5.82
H -2.90 -1.08 -7.81
H -1.64 -1.97 -8.64
H -1.16 -0.42 -7.70
C 1.16 3.10 6.15
O 0.22 3.17 5.06
C 0.53 2.54 3.82
C 0.01 3.43 2.66
N -1.36 3.96 2.99
H -1.34 4.44 3.91
H -1.73 4.69 2.37
C -2.43 2.80 2.98
C -3.76 3.51 2.89
O -3.73 4.65 3.74
C -5.02 5.15 3.93
H 1.88 3.90 5.97
H 1.61 2.11 6.16
H 0.56 3.23 7.05
H 0.17 1.51 3.81
H 1.61 2.52 3.63
H -0.08 2.79 1.78
H 0.71 4.27 2.60
H -2.29 2.29 3.93
H -2.20 2.14 2.14
H -4.47 2.78 3.27
H -4.04 3.74 1.85
H -5.73 4.56 4.52
H -5.53 5.35 2.99
H -4.91 6.09 4.49
C 1.86 -0.16 -1.46
O 2.99 0.45 -2.13
C 3.62 1.55 -1.40
C 4.92 1.82 -2.14
N 5.64 0.51 -2.45
H 5.98 0.11 -1.56
H 5.03 -0.25 -2.81
C 6.87 0.76 -3.32
C 6.39 0.66 -4.78
O 5.60 -0.53 -4.95
C 5.55 -0.92 -6.28
H 1.11 0.62 -1.34
H 2.20 -0.49 -0.48
H 1.51 -0.91 -2.18
H 3.81 1.27 -0.36
H 3.00 2.44 -1.44
H 5.62 2.51 -1.65
H 4.69 2.28 -3.11
H 7.51 -0.11 -3.14
H 7.36 1.65 -2.92
H 7.27 0.63 -5.42
H 5.75 1.53 -5.01
H 6.55 -1.00 -6.71
H 5.04 -0.16 -6.87
H 4.94 -1.81 -6.33
C -3.36 4.99 -4.58
C -2.33 4.78 -3.50
C -1.89 3.30 -3.52
O -0.68 3.02 -2.86
C -0.80 3.25 -1.43
N -1.12 5.61 -3.85
H -0.22 5.12 -3.65
H -1.04 5.74 -4.88
H -1.13 6.59 -3.54
H -2.91 4.75 -5.54
H -3.74 6.02 -4.63
H -4.30 4.47 -4.40
H -2.60 5.14 -2.50
H -1.72 3.17 -4.59
H -2.81 2.79 -3.17
H 0.04 2.78 -0.96
H -1.74 2.84 -1.06
H -0.84 4.33 -1.26
C -0.17 -8.10 0.07
C 0.34 -6.72 0.50
C -0.34 -5.57 -0.23
O -0.11 -4.37 0.35
C 1.17 -3.78 -0.01
N 0.14 -6.51 1.99
H -0.83 -6.74 2.24
H 0.56 -7.19 2.64
H 0.36 -5.55 2.27
H -1.23 -8.31 0.24
H 0.44 -8.89 0.53
H -0.02 -8.16 -1.01
H 1.43 -6.68 0.41
H -1.40 -5.78 -0.15
H 0.02 -5.60 -1.26
H 1.98 -4.30 0.49
H 1.02 -2.74 0.30
H 1.34 -3.86 -1.08
C -1.53 -1.27 5.19
C -2.25 -2.32 4.31
C -3.68 -1.92 3.97
O -3.60 -0.73 3.21
C -4.99 -0.40 2.86
N -1.49 -2.44 3.02
H -1.43 -1.52 2.61
H -0.55 -2.79 3.19
H -1.93 -3.03 2.31
H -0.66 -1.76 5.65
H -2.14 -1.02 6.06
H -1.27 -0.43 4.55
H -2.27 -3.33 4.74
H -4.16 -1.79 4.95
H -4.28 -2.66 3.47
H -5.39 -1.21 2.24
H -4.98 0.47 2.22
H -5.47 -0.29 3.83
C 2.65 -0.63 2.87
C 3.93 -0.70 3.59
C 4.42 0.69 3.92
O 5.46 0.49 4.86
C 5.95 1.73 5.44
N 3.76 -1.40 4.97
H 4.69 -1.38 5.45
H 3.06 -0.94 5.57
H 3.41 -2.36 4.90
H 2.83 -0.14 1.92
H 1.83 -0.20 3.44
H 2.38 -1.59 2.43
H 4.65 -1.31 3.06
H 3.58 1.26 4.33
H 4.80 1.18 3.02
H 5.13 2.22 5.95
H 6.20 2.36 4.59
H 6.81 1.47 6.08
Cl -0.53 -0.08 0.94

Summary:
**Net charge**: +6

Atom charges from the Mulliken analysis, given in e for atoms 1 to 4:
1 C -0.574
2 O -0.474
3 C 0.194
4 C -1.204

---

4.
A cluster of 11 separate species, C38H103N5O20 in total, computed with the ωB97M-V functional and the def2-TZVPD basis.

Positions of all 166 atoms, in Å:
C -1.98 10.07 2.06
O -1.63 9.31 3.26
C -2.70 8.65 3.94
C -3.49 7.58 3.14
N -2.58 6.46 2.80
C -3.25 5.31 2.15
C -2.24 4.42 1.55
O -1.74 3.55 2.49
C -1.05 2.39 2.02
H -2.92 10.57 2.28
H -2.18 9.36 1.26
H -1.28 10.87 1.80
H -3.47 9.36 4.25
H -2.18 8.14 4.74
H -3.82 7.97 2.18
H -4.28 7.13 3.75
H -1.90 6.93 2.21
H -4.02 5.70 1.48
H -3.76 4.74 2.93
H -1.38 4.88 1.07
H -2.86 3.97 0.77
H -0.38 2.72 1.22
H -1.75 1.68 1.58
H -0.53 1.85 2.81
C 3.93 -2.00 2.28
O 4.87 -2.94 1.87
C 4.72 -3.53 0.55
C 5.98 -4.38 0.27
N 7.32 -3.82 0.40
C 7.53 -2.66 -0.38
C 9.00 -2.39 -0.57
O 9.67 -3.57 -1.06
C 10.84 -3.37 -1.77
H 3.74 -1.18 1.59
H 4.30 -1.54 3.19
H 3.03 -2.60 2.42
H 4.64 -2.77 -0.22
H 3.85 -4.18 0.46
H 5.87 -4.84 -0.71
H 5.93 -5.23 0.95
H 8.05 -4.48 0.17
H 7.19 -1.92 0.35
H 6.91 -2.41 -1.24
H 9.44 -2.02 0.36
H 9.09 -1.55 -1.26
H 10.77 -3.02 -2.80
H 11.45 -4.26 -1.89
H 11.33 -2.60 -1.17
C -0.96 -1.84 -1.40
O -1.18 -1.92 -0.05
C -2.41 -2.42 0.28
C -2.40 -2.39 1.82
N -3.67 -2.80 2.42
C -4.73 -1.78 2.24
C -4.40 -0.39 2.92
O -5.55 0.34 3.21
C -5.34 1.71 3.50
H -1.25 -2.72 -1.97
H 0.09 -1.61 -1.58
H -1.51 -0.99 -1.79
H -2.57 -3.39 -0.18
H -3.21 -1.83 -0.19
H -2.12 -1.42 2.23
H -1.55 -3.05 2.00
H -3.56 -3.36 3.26
H -5.65 -2.09 2.74
H -5.12 -1.71 1.22
H -3.85 0.19 2.18
H -3.94 -0.43 3.91
H -4.33 1.77 3.92
H -6.19 2.04 4.10
H -5.20 2.22 2.55
C -5.95 -0.56 -9.42
O -6.18 -1.00 -8.08
C -7.32 -1.86 -7.97
C -7.63 -1.97 -6.46
N -6.33 -1.95 -5.65
C -6.58 -1.49 -4.27
C -5.69 -2.10 -3.28
O -4.76 -1.30 -2.67
C -3.92 -0.56 -3.53
H -5.89 -1.42 -10.09
H -5.00 -0.01 -9.46
H -6.75 0.07 -9.80
H -7.08 -2.88 -8.26
H -8.23 -1.56 -8.49
H -8.33 -2.74 -6.14
H -8.14 -1.06 -6.15
H -5.56 -1.48 -6.10
H -7.61 -1.70 -4.00
H -6.52 -0.41 -4.24
H -5.32 -3.00 -3.77
H -6.31 -2.62 -2.54
H -3.19 0.09 -3.05
H -4.48 0.08 -4.20
H -3.31 -1.24 -4.12
C -1.24 -2.06 5.65
O -0.38 -0.96 5.63
C 0.33 -0.69 6.84
C 1.51 0.24 6.64
N 2.71 -0.46 6.16
C 3.85 0.45 6.03
C 3.96 1.05 4.66
O 2.87 1.98 4.50
C 2.58 2.24 3.18
H -0.79 -2.98 6.04
H -1.33 -2.30 4.59
H -2.23 -1.93 6.08
H 0.66 -1.63 7.29
H -0.30 -0.18 7.56
H 1.65 0.73 7.60
H 1.23 1.10 6.05
H 2.92 -1.23 6.77
H 4.72 -0.19 6.15
H 4.00 1.25 6.75
H 4.09 0.33 3.86
H 4.93 1.55 4.69
H 2.53 1.30 2.64
H 3.47 2.69 2.73
H 1.66 2.81 3.04
O 2.65 1.40 -4.46
C 3.66 2.38 -4.41
C 4.42 2.40 -3.08
O 3.47 2.60 -2.05
H 2.04 1.72 -3.78
H 4.36 2.21 -5.22
H 3.38 3.38 -4.72
H 5.21 3.14 -3.12
H 4.97 1.47 -2.95
H 2.96 1.80 -1.92
O 3.52 -1.19 -3.76
C 2.65 -1.53 -2.71
C 2.87 -0.65 -1.48
O 1.97 0.42 -1.64
H 3.24 -0.39 -4.21
H 1.59 -1.59 -2.98
H 2.95 -2.53 -2.41
H 3.92 -0.36 -1.41
H 2.58 -1.29 -0.65
H 1.35 0.41 -0.90
O 0.23 0.27 -5.14
C -0.65 1.33 -5.50
C -0.84 2.34 -4.41
O 0.11 3.39 -4.32
H 1.15 0.54 -5.18
H -0.10 1.73 -6.35
H -1.64 0.98 -5.80
H -0.92 1.84 -3.45
H -1.73 2.96 -4.51
H -0.32 4.24 -4.28
O -0.12 -6.19 1.69
C 0.90 -6.11 0.67
C 0.76 -4.79 -0.19
O 1.25 -3.72 0.48
H -0.10 -7.03 2.16
H 1.89 -5.99 1.11
H 0.78 -6.98 0.03
H -0.27 -4.53 -0.45
H 1.30 -4.90 -1.12
H 0.77 -3.55 1.29
O 1.13 -0.57 3.59
H 1.80 -0.34 4.23
H 0.34 -0.70 4.10
O 0.75 -0.01 0.80
H 0.82 -0.24 1.73
H 0.14 -0.66 0.44

Summary:
**Net charge**: 0
**SMILES**: COCCNCCOC.COCCNCCOC.COCCNCCOC.COCCNCCOC.COCCNCCOC.OCCO.OCCO.OCCO.OCCO.O.O
**Relative energy (zero: lowest compared OMol25 entry of this formula, charge and spin)**: 370.7 kJ/mol

Atom charges from the Mulliken analysis, given in e for atoms 1 to 4:
1 C -0.660
2 O -0.379
3 C -0.592
4 C -0.763

---

| no. | E_tot (eV) | frontier orbital gap (eV) | lowest unoccupied orbital energy (eV) |
| --- | --- | --- | --- |
| 1 | -12972.9029 | 9.8 | 1.041 |
| 2 | -90585.9880 | 7.1 | -0.767 |
| 3 | -80176.9208 | 7.8 | -12.544 |
| 4 | -89464.0034 | 8.6 | 0.504 |